1.
The following is a quantum chemistry calculation of C36H38Cl3N4ORhSSeTe as an isolated structure in a non-equilibrium geometry, from the OMol25 dataset.

Geometry (Å):
Rh1 0.6951 1.0529 0.8001
Cl1 4.9816 -4.8427 0.3019
C1 3.6704 -3.7444 0.3289
C2 3.8808 -2.4338 0.7560
C3 2.8174 -1.5594 0.7629
Cl2 2.9875 0.0618 1.3007
C4 1.5197 -1.9229 0.3359
O1 0.5190 -1.1122 0.3529
C5 1.3608 -3.2713 -0.0670
Cl3 -0.2342 -3.7410 -0.4822
C6 2.3997 -4.1699 -0.0632
H1 4.8615 -2.1209 1.0770
H2 2.2392 -5.1971 -0.3470
C7 -3.7964 -1.3006 2.1419
Te1 -1.9458 -1.9458 1.2313
C8 -3.2483 -3.1469 0.0197
C9 -4.6569 -2.7777 0.3255
C10 -5.6926 -3.3673 -0.3902
C11 -7.0034 -3.0796 -0.0672
C12 -7.2839 -2.1822 0.9558
C13 -6.2561 -1.5686 1.6515
C14 -4.9322 -1.8746 1.3516
H3 -3.8580 -0.2133 2.2276
H4 -3.8175 -1.6966 3.1635
H5 -3.0512 -4.1881 0.2868
H6 -3.0088 -3.0301 -1.0391
H7 -5.4617 -4.0597 -1.1859
H8 -7.8021 -3.5639 -0.6069
H9 -8.3065 -1.9606 1.2159
H10 -6.4851 -0.8626 2.4362
C15 -0.3927 6.7477 -0.1424
C16 -0.9467 6.8292 -1.5625
C17 -0.9065 5.5029 -2.3226
C18 0.4414 5.1762 -2.9706
N1 1.5375 5.1069 -2.0335
C19 1.7258 4.1415 -1.1123
Se1 0.5554 2.7056 -0.9179
N2 2.8702 4.3761 -0.4404
C20 3.4033 3.6173 0.6639
C21 3.2716 4.3905 1.9793
C22 1.8464 4.4148 2.5363
C23 1.4657 3.1193 3.2432
C24 3.4433 5.5242 -0.9433
C25 4.6343 6.1765 -0.6447
C26 4.9089 7.3318 -1.3476
C27 4.0395 7.8203 -2.3282
C28 2.8714 7.1635 -2.6534
C29 2.5816 5.9996 -1.9509
H11 -0.6812 7.6319 0.4178
H12 0.6925 6.6983 -0.1265
H13 -0.7900 5.8744 0.3741
H14 -0.4039 7.5913 -2.1238
H15 -1.9867 7.1497 -1.5028
H16 -1.6426 5.5273 -3.1265
H17 -1.1847 4.6878 -1.6485
H18 0.6930 5.9326 -3.7147
H19 0.3664 4.2091 -3.4786
H20 4.4543 3.4040 0.4529
H21 2.8596 2.6676 0.7227
H22 3.6162 5.4132 1.8218
H23 3.9393 3.9343 2.7099
H24 1.1307 4.6268 1.7365
H25 1.7784 5.2329 3.2543
H26 1.2583 2.2986 2.5105
H27 0.5703 3.2664 3.8384
H28 2.2687 2.8069 3.9073
H29 5.3252 5.7933 0.0892
H30 5.8154 7.8747 -1.1364
H31 4.2984 8.7246 -2.8550
H32 2.2197 7.5366 -3.4249
N3 -2.0814 -0.2870 -1.5939
C30 -2.2820 0.7335 -0.7422
N4 -1.7210 0.7838 0.4422
C31 -2.1561 1.8751 1.1649
C32 -1.7525 2.1796 2.4623
C33 -2.2225 3.3425 3.0406
C34 -3.0819 4.1889 2.3430
C35 -3.5077 3.8871 1.0605
C36 -3.0495 2.7171 0.4824
S1 -3.3858 2.0466 -1.1051
H33 -1.2202 -0.8057 -1.4737
H34 -2.4501 -0.2154 -2.5292
H35 -1.1046 1.4799 2.9881
H36 -1.9303 3.6006 4.0472
H37 -3.4325 5.0913 2.8174
H38 -4.1743 4.5417 0.5251

## Properties
energy relative to the best compared isomer or geometry (same formula, charge and spin) = 1.631 eV
Kohn-Sham gap (spin up / spin down) = 8.0 / 5.0 eV
2S+1 = 5
charge = +2
E_LUMO (spin up / spin down) = -4.646 / -7.542 eV
total energy = -6247.12529 Ha

2.
The following is a quantum chemistry calculation of C28H24N2O4PS4Tl as an isolated structure in a non-equilibrium geometry, from the OMol25 dataset.

Geometry (Å):
Tl1 0.3474 -1.1375 0.6402
C1 -7.6002 0.8571 3.8058
C2 -6.1478 0.6398 3.7871
C3 -5.3804 0.6996 2.5836
C4 -4.0033 0.4483 2.6196
C5 -3.3866 -0.0928 3.7049
C6 -4.0876 -0.1727 4.9109
C7 -5.4917 0.1445 4.9041
S1 -1.6543 -0.6695 3.6361
O1 -1.5821 -1.5578 4.8501
O2 -0.8135 0.5061 3.4335
N1 -1.4284 -1.5291 2.2967
C8 -2.3265 -2.5484 1.8526
C9 -2.4739 -2.3669 0.3197
O3 -3.5655 -2.3101 -0.2311
O4 -1.3756 -2.2274 -0.3823
H1 -8.1561 -0.1025 3.6467
H2 -8.0159 1.6221 3.1421
H3 -7.7986 1.2652 4.8196
H4 -5.8304 1.0619 1.6420
H5 -3.4317 0.5961 1.6473
H6 -3.6673 -0.6414 5.8981
H7 -6.0825 0.0310 5.8236
H8 -3.3556 -2.4350 2.2192
H9 -1.9643 -3.5017 2.0831
S2 -0.6095 4.5346 0.0361
C10 -0.2092 2.9254 0.4983
N2 -0.8917 1.9241 -0.0386
C11 -1.9381 2.4055 -0.7810
C12 -2.9511 1.6207 -1.3056
C13 -4.1947 2.1430 -1.6614
C14 -4.3381 3.5354 -1.5460
C15 -3.2840 4.3742 -1.0561
C16 -2.0845 3.8141 -0.7324
H10 0.6355 2.7993 1.1779
H11 -2.7597 0.5290 -1.3649
H12 -5.0479 1.5582 -2.1036
H13 -5.2711 3.9593 -1.9305
H14 -3.3656 5.4585 -1.1330
S3 4.1007 -3.8535 -2.8999
P1 3.8965 -1.9145 -2.5929
S4 2.0712 -1.3308 -2.4039
C17 4.7473 -1.0380 -3.9754
C18 5.2837 0.1953 -3.6610
C19 5.9624 0.9652 -4.6578
C20 6.1225 0.4076 -5.8886
C21 5.6105 -0.8650 -6.1845
C22 4.8658 -1.5565 -5.2885
C23 4.9903 -1.7985 -1.1442
C24 4.3444 -1.8993 0.0559
C25 5.0647 -1.8791 1.2466
C26 6.4237 -1.6219 1.2011
C27 7.0891 -1.4480 -0.0493
C28 6.3976 -1.5320 -1.2113
H15 5.1377 0.5649 -2.6328
H16 6.3455 1.9324 -4.3978
H17 6.6892 0.9458 -6.6247
H18 5.9450 -1.2579 -7.1204
H19 4.4830 -2.5673 -5.5116
H20 3.3200 -2.2011 -0.0116
H21 4.5704 -2.0455 2.1729
H22 7.0676 -1.6375 2.1255
H23 8.2089 -1.3168 -0.0634
H24 6.8446 -1.4080 -2.1949

## Properties
energy relative to the best compared isomer or geometry (same formula, charge and spin) = 0.620 eV
Kohn-Sham gap = 5.8 eV
2S+1 = 1
charge = -2
E_LUMO = 3.700 eV
total energy = -3598.53599 Ha

3.
The following is a quantum chemistry calculation of C28H33N4O2PS4Ti as an isolated structure, from the OMol25 dataset.

Geometry (Å):
Ti1 0.4430 0.9271 -0.3439
C1 -3.9154 -0.0349 0.6649
C2 -2.4417 0.1985 0.6190
N1 -1.7471 0.2713 -0.4648
N2 -2.4186 0.0679 -1.6340
C3 -1.6528 0.1036 -2.6917
N3 -2.2459 -0.1043 -3.8830
S1 0.0567 0.3798 -2.7130
C4 -1.6501 0.2108 1.8565
C5 -2.2261 -0.0167 3.0989
C6 -1.4025 -0.1725 4.2020
C7 -0.0337 -0.0879 4.0291
C8 0.4649 0.1812 2.7665
N4 -0.3185 0.3279 1.6941
H1 -4.3546 0.1376 -0.3113
H2 -4.1280 -1.0650 0.9637
H3 -4.3837 0.6207 1.3997
H4 -3.2240 -0.3363 -3.9063
H5 -1.6933 -0.1850 -4.7160
H6 -3.2980 -0.1023 3.1918
H7 -1.8280 -0.3684 5.1771
H8 0.6545 -0.2184 4.8515
H9 1.5297 0.2889 2.6094
C9 -1.4400 4.0490 0.3637
C10 -0.1695 4.4872 1.0796
S2 0.9084 3.0729 1.4307
C11 2.5325 3.6453 0.8832
C12 2.6459 3.9617 -0.5975
S3 2.0351 2.6478 -1.7002
C13 0.9906 3.6132 -2.8141
C14 -0.2233 4.2499 -2.1493
S4 -1.1721 3.0750 -1.1375
H10 -2.0605 4.9152 0.1294
H11 -2.0344 3.3973 1.0081
H12 -0.4374 4.9673 2.0209
H13 0.3844 5.2224 0.4985
H14 3.1892 2.8208 1.1571
H15 2.8254 4.5178 1.4681
H16 3.6909 4.1493 -0.8436
H17 2.0953 4.8690 -0.8427
H18 0.6813 2.8963 -3.5729
H19 1.5984 4.3746 -3.3032
H20 -0.8828 4.6565 -2.9157
H21 0.0729 5.0827 -1.5148
O1 3.7557 -0.4736 1.6339
C15 3.0134 -0.3482 0.6873
O2 2.2638 0.7074 0.4820
C16 2.7990 -1.4339 -0.3554
P1 0.9939 -1.6650 -0.3852
C17 0.6316 -2.7902 -1.7583
C18 -0.6999 -2.9890 -2.1221
C19 -1.0193 -3.8320 -3.1728
C20 -0.0115 -4.4731 -3.8814
C21 1.3139 -4.2722 -3.5311
C22 1.6363 -3.4363 -2.4706
C23 0.6278 -2.6306 1.1181
C24 1.6114 -3.0233 2.0222
C25 1.2654 -3.7064 3.1813
C26 -0.0610 -4.0032 3.4493
C27 -1.0496 -3.6091 2.5560
C28 -0.7072 -2.9224 1.4043
H22 3.3892 -2.3238 -0.1493
H23 3.0743 -1.0300 -1.3340
H24 -1.4953 -2.4680 -1.6015
H25 -2.0560 -3.9835 -3.4440
H26 -0.2615 -5.1283 -4.7053
H27 2.1026 -4.7708 -4.0787
H28 2.6764 -3.3013 -2.2047
H29 2.6524 -2.7859 1.8516
H30 2.0409 -4.0065 3.8734
H31 -0.3265 -4.5416 4.3495
H32 -2.0876 -3.8404 2.7582
H33 -1.4897 -2.6132 0.7194

## Properties
energy relative to the best compared isomer or geometry (same formula, charge and spin) = 0.000 eV
Kohn-Sham gap (spin up / spin down) = 7.6 / 7.6 eV
2S+1 = 2
charge = +1
E_LUMO (spin up / spin down) = -2.943 / -3.021 eV
total energy = -4239.84044 Ha